A 2-piece molecular cluster, C7H14N2 overall at a distorted geometry, computed with ωB97M-V/def2-TZVPD.

Computed properties:
ΔE to the lowest compared entry with this formula, charge and spin: 41.64 kcal/mol
Structure (SMILES): Cc1c[nH]cn1.CCC
HOMO level: -8.4387 eV
LUMO level: 0.88 eV
Kohn-Sham gap: 9.320 eV

Cartesian coordinates (Å):
C  -1.655  -1.653  1.663
C  1.800  -0.766  1.025
C  -0.219  -1.656  1.423
C  0.768  -2.710  1.647
N  0.520  -0.472  1.151
N  2.006  -2.124  1.201
H  2.565  -0.169  0.693
H  2.897  -2.602  1.196
H  0.631  -3.707  2.015
H  -2.147  -1.677  0.676
H  -2.063  -0.765  2.100
H  -1.886  -2.602  2.247
C  -0.165  1.624  -1.004
C  -1.356  2.442  -1.238
C  0.664  1.561  -2.272
H  0.486  1.823  -0.063
H  -0.575  0.645  -0.637
H  -2.144  1.890  -1.819
H  -0.981  3.212  -1.895
H  0.021  2.056  -3.094
H  1.608  2.096  -2.103
H  -1.726  2.883  -0.339
H  0.950  0.671  -2.574

natural (NBO) population analysis, charges in e, atoms 1 to 5: atom 1 (C): -0.648, atom 2 (C): 0.174, atom 3 (C): 0.116, atom 4 (C): -0.129, atom 5 (N): -0.477